This record from OMol25 describes a structure of composition C27H22F6NNiO10P2S3 in a non-equilibrium geometry. The level of theory is the ωB97M-V functional and the def2-TZVPD basis.

The geometry in XYZ format:
```
72
Properties=species:S:1:pos:R:3:forces:R:3:mulliken_spin:R:1
Ni -0.155 0.616 -0.026 0.478 -0.074 -0.212 1.72
O -0.189 -0.204 2.209 0.403 -0.304 -0.597 0.01
P 0.847 -0.863 3.058 0.078 -0.490 -0.058 0.00
C 0.630 -2.710 3.121 -0.197 0.528 -0.309 0.00
P -0.037 -3.156 1.445 0.047 -0.010 0.637 0.00
O 0.596 -2.280 0.446 0.039 0.217 -0.290 0.00
C 0.403 -4.895 1.185 -0.186 0.119 0.037 0.00
C -0.519 -5.930 1.126 -0.003 0.004 0.029 0.00
C -0.092 -7.221 0.849 -0.001 -0.094 0.005 0.00
C 1.252 -7.477 0.622 -0.045 0.011 0.011 0.00
C 2.174 -6.438 0.661 0.041 -0.026 0.031 0.00
C 1.750 -5.150 0.936 0.019 0.045 0.014 0.00
C -1.831 -3.049 1.684 0.252 -0.109 0.001 0.00
C -2.575 -2.233 0.843 0.159 -0.061 -0.105 0.00
C -3.935 -2.070 1.064 -0.038 0.028 -0.018 0.00
C -4.554 -2.738 2.108 -0.035 0.004 -0.005 0.00
C -3.816 -3.571 2.940 0.035 -0.058 0.094 0.00
C -2.455 -3.719 2.737 0.003 0.048 -0.012 0.00
C 0.643 -0.199 4.736 0.156 -0.010 -0.192 0.00
C 1.686 0.007 5.632 -0.046 -0.049 0.009 0.00
C 1.443 0.650 6.836 0.050 -0.055 0.086 0.00
C 0.164 1.086 7.148 -0.022 0.022 -0.030 0.00
C -0.878 0.885 6.254 -0.003 -0.044 0.047 0.00
C -0.640 0.248 5.047 -0.046 -0.071 -0.056 0.00
C 2.567 -0.598 2.542 -0.303 -0.071 0.187 0.00
C 3.625 -1.245 3.180 -0.067 -0.046 -0.045 0.00
C 4.929 -1.000 2.785 0.026 -0.087 0.075 0.00
C 5.179 -0.130 1.733 0.024 0.073 -0.044 0.00
C 4.130 0.490 1.076 -0.007 0.029 -0.015 0.00
C 2.826 0.270 1.491 0.118 -0.133 0.116 -0.01
H -0.074 -2.977 3.908 0.059 0.019 0.091 0.00
H 1.584 -3.208 3.288 0.009 0.003 0.014 0.00
H -1.572 -5.727 1.274 0.000 -0.029 0.008 0.00
H -0.811 -8.029 0.806 -0.011 0.000 -0.028 0.00
H 1.579 -8.484 0.398 0.014 -0.005 0.007 0.00
H 3.220 -6.636 0.469 0.008 0.020 -0.030 0.00
H 2.444 -4.318 0.923 0.068 -0.034 -0.017 0.00
H -2.082 -1.741 0.017 0.056 0.188 -0.151 0.00
H -4.497 -1.408 0.420 -0.026 -0.011 -0.013 0.00
H -5.615 -2.613 2.283 -0.002 0.026 -0.020 0.00
H -4.298 -4.097 3.755 -0.020 0.016 -0.005 0.00
H -1.877 -4.356 3.398 -0.023 -0.013 0.014 0.00
H 2.688 -0.314 5.381 0.026 0.066 0.035 0.00
H 2.257 0.818 7.530 0.010 0.011 -0.004 0.00
H -0.019 1.600 8.083 0.005 -0.004 0.014 0.00
H -1.873 1.238 6.491 -0.014 0.013 -0.024 0.00
H -1.429 0.119 4.315 -0.036 0.088 0.019 0.00
H 3.426 -1.951 3.980 0.061 -0.004 0.013 0.00
H 5.750 -1.495 3.288 -0.010 -0.008 0.002 0.00
H 6.199 0.061 1.424 0.003 -0.033 -0.034 0.00
H 4.309 1.139 0.230 0.018 0.025 0.000 0.00
H 2.019 0.760 0.980 -0.104 0.130 -0.110 0.00
O 0.306 -1.820 -2.469 -0.009 0.272 0.240 0.00
S 0.132 -0.389 -2.321 0.224 -1.322 -1.733 -0.01
O 0.108 0.306 -3.588 -0.057 0.371 0.240 0.01
O -1.155 -0.100 -1.526 0.077 -0.121 0.798 0.11
O 1.191 0.206 -1.388 -0.250 0.034 0.694 0.12
F -0.781 3.619 3.604 -0.068 -0.116 -0.083 0.00
C -1.754 3.743 2.685 0.188 0.132 0.025 0.00
F -2.919 3.743 3.344 0.000 -0.176 -0.260 0.00
F -1.612 4.938 2.106 0.027 -0.161 -0.098 0.00
S -1.619 2.336 1.440 -1.228 2.212 1.798 0.00
O -0.168 2.283 1.310 0.102 -0.656 -0.263 0.01
O -2.336 1.297 2.103 -0.081 -0.301 -0.279 0.01
N -2.372 2.891 0.200 0.424 -0.398 0.013 0.00
S -1.568 3.291 -1.121 -0.346 0.749 -0.615 0.01
O -0.346 2.557 -1.311 -0.099 -0.261 0.060 0.02
O -1.514 4.706 -1.324 -0.051 -0.027 0.024 0.00
C -2.878 2.723 -2.330 -0.518 -0.053 0.119 0.00
F -3.900 3.598 -2.231 0.126 -0.007 0.047 0.00
F -3.354 1.527 -2.015 0.146 0.033 -0.109 0.00
F -2.474 2.728 -3.590 0.367 -0.003 0.204 0.00
```
Forces are in eV/Å.

Computed properties:
**Charge**: -1
**Multiplicity**: 3
**LUMO (spin up / spin down)**: 0.077 / 0.077 Eh
**HOMO energy (spin up / spin down)**: -5.5 / -5.4 eV
**ΔE to the lowest compared entry with this formula, charge and spin**: 0.0000 eV



This record from OMol25 describes a structure of composition C27H22N6PdS in a non-equilibrium geometry. The level of theory is the ωB97M-V functional and the def2-TZVPD basis.

The geometry in XYZ format:
```
57
Properties=species:S:1:pos:R:3:forces:R:3:nbo_charge:R:1
Pd -0.673 0.080 -0.219 -0.518 0.776 -0.728 0.93
C -1.006 1.736 -3.107 0.159 -0.123 -0.043 -0.65
C -2.233 1.835 -2.269 -0.172 0.135 -0.005 0.26
C -3.364 2.538 -2.695 0.003 -0.079 0.279 -0.21
C -4.435 2.681 -1.837 0.221 -0.146 -0.040 -0.12
C -4.364 2.123 -0.565 0.388 -0.263 0.122 -0.22
C -3.230 1.415 -0.201 -0.561 0.379 -0.431 0.24
N -2.191 1.268 -1.067 -0.186 -0.080 0.062 -0.50
C -3.026 0.840 1.142 -0.329 -0.138 0.557 0.16
C -3.888 0.847 2.239 0.296 0.057 -0.414 -0.19
C -3.428 0.327 3.442 0.229 -0.037 -0.088 -0.12
C -2.130 -0.166 3.565 0.004 0.050 -0.241 -0.19
C -1.318 -0.185 2.436 -0.089 -0.041 0.340 0.19
N -1.823 0.290 1.282 -0.583 0.002 0.863 -0.41
C 0.103 -0.623 2.280 1.136 -0.040 2.609 0.25
C 1.019 -0.662 3.321 -1.771 0.254 -0.907 -0.29
C 2.413 -0.875 3.168 0.831 -0.025 -0.533 -0.19
C 3.169 -0.678 2.060 -0.140 -0.352 0.331 -0.20
C 2.717 -0.126 0.735 0.256 0.015 0.013 -0.17
C 3.849 -0.159 -0.303 -0.187 -0.118 0.052 -0.60
N 0.356 -0.948 1.007 0.368 -0.743 -1.921 -0.59
H -1.250 1.363 -4.100 0.089 -0.055 -0.050 0.24
H -0.262 1.094 -2.615 -0.188 0.239 -0.316 0.22
H -0.575 2.731 -3.231 0.076 -0.001 -0.035 0.26
H -3.381 2.969 -3.682 0.017 0.068 -0.120 0.25
H -5.317 3.225 -2.135 -0.088 0.072 -0.072 0.25
H -5.175 2.238 0.131 -0.158 0.035 0.119 0.24
H -4.886 1.244 2.160 -0.083 0.069 0.001 0.25
H -4.085 0.314 4.299 -0.012 0.009 0.052 0.25
H -1.783 -0.538 4.515 0.108 -0.070 0.054 0.25
H 0.644 -0.550 4.327 -0.086 0.056 0.080 0.23
H 2.933 -1.188 4.064 0.108 -0.012 0.019 0.24
H 4.226 -0.894 2.125 0.158 -0.103 0.046 0.23
H 4.665 0.482 0.005 0.125 0.091 0.028 0.24
H 3.472 0.193 -1.260 0.094 0.103 -0.105 0.23
H 4.239 -1.167 -0.426 0.097 -0.097 0.004 0.21
N 2.005 -2.414 0.083 -0.862 -0.973 -2.124 -0.47
C 1.574 -2.920 -1.096 0.881 0.831 2.300 0.27
C 1.656 -4.191 -1.639 -0.162 -1.205 -0.905 -0.28
C 1.084 -4.387 -2.883 0.918 -0.437 1.641 -0.04
C 0.440 -3.347 -3.577 -0.661 1.998 -0.220 -0.16
C 0.361 -2.072 -3.064 -0.403 -0.959 -1.383 -0.20
C 0.937 -1.839 -1.804 0.527 2.340 1.303 0.26
N 1.016 -0.697 -1.100 -0.143 -2.267 -1.547 -0.39
C 1.562 -1.039 0.219 0.010 0.696 1.287 0.50
C 2.277 1.314 0.941 0.112 0.521 0.070 0.13
C 3.121 2.277 1.418 -0.131 0.036 -0.042 -0.42
S 2.335 3.790 1.529 -0.206 -0.527 -0.123 0.54
C 0.914 3.047 0.939 0.165 0.064 0.051 -0.14
N 1.021 1.776 0.672 -0.041 0.124 -0.156 -0.53
H 2.469 -2.924 0.814 0.171 -0.125 0.301 0.46
H 2.135 -4.999 -1.110 0.051 -0.084 0.047 0.26
H 1.118 -5.369 -3.330 0.050 -0.091 -0.017 0.26
H -0.005 -3.568 -4.535 -0.046 0.046 -0.076 0.26
H -0.141 -1.274 -3.593 0.039 -0.005 -0.011 0.25
H 4.144 2.173 1.717 0.248 -0.038 0.062 0.26
H -0.004 3.591 0.808 -0.131 0.164 -0.041 0.23
```
Forces are in eV/Å.

Computed properties:
**Charge**: +2
**LUMO (spin up / spin down)**: -0.323 / -0.324 Eh
**HOMO energy (spin up / spin down)**: -13.1 / -13.1 eV



This record from OMol25 describes the ion C27H22NO8S2 with charge -1 in a non-equilibrium geometry. The level of theory is the ωB97M-V functional and the def2-TZVPD basis.

The geometry in XYZ format:
```
60
Properties=species:S:1:pos:R:3:forces:R:3:nbo_charge:R:1
O -0.516 -0.519 1.560 -1.726 -0.829 1.648 -0.51
C -1.685 -1.203 1.770 0.223 0.887 -0.326 0.36
C -2.270 -0.990 3.036 0.063 -0.158 -0.533 -0.23
C -3.587 -1.342 3.241 -0.140 -0.101 -0.236 -0.18
C -4.329 -1.893 2.184 1.274 0.326 -0.359 -0.04
N -5.735 -2.030 2.363 -2.464 -0.320 0.560 0.51
O -6.443 -2.468 1.429 1.307 0.703 1.510 -0.40
O -6.211 -1.686 3.473 0.585 -0.669 -1.945 -0.42
C -3.722 -2.186 0.946 0.098 -0.007 0.605 -0.13
C -2.377 -1.882 0.751 -0.261 -0.226 0.325 -0.26
H -1.693 -0.487 3.809 -0.058 -0.125 -0.183 0.22
H -4.071 -1.158 4.195 0.057 -0.005 -0.227 0.24
H -4.320 -2.617 0.146 0.142 0.119 0.189 0.24
H -1.903 -2.100 -0.205 -0.191 0.304 0.279 0.25
C 6.684 -0.462 0.642 -0.612 -0.342 0.542 -0.25
O 5.783 -1.249 1.449 1.043 0.478 0.025 -0.51
C 4.487 -0.870 1.562 -1.063 0.118 -0.835 0.31
C 3.635 -1.825 2.163 0.562 0.399 -0.181 -0.28
C 2.275 -1.764 1.932 0.239 0.131 -0.264 -0.20
C 1.783 -0.775 1.085 -0.886 0.468 0.678 0.05
C 0.355 -0.856 0.534 1.413 -0.153 -1.434 0.05
C 0.240 0.086 -0.633 -1.021 0.869 -1.193 -1.01
S -1.117 1.183 -0.894 2.196 -1.529 0.036 2.19
C -1.030 2.555 0.266 -0.371 0.482 0.051 -0.22
C -1.378 2.397 1.611 0.076 0.045 0.005 -0.21
C -1.351 3.494 2.472 0.021 -0.045 -0.297 -0.21
C -1.019 4.760 1.981 0.059 -0.058 -0.139 -0.22
C -0.722 4.927 0.625 -0.098 -0.248 0.122 -0.22
C -0.744 3.830 -0.238 0.093 -0.214 0.294 -0.22
O -0.915 1.773 -2.202 -0.429 0.088 0.221 -0.97
O -2.357 0.502 -0.580 -0.188 0.460 0.006 -0.98
S 1.375 -0.198 -1.933 -1.850 1.074 0.443 2.20
C 0.371 -0.562 -3.371 0.058 0.046 -0.327 -0.29
C 0.360 0.324 -4.444 -0.095 -0.317 0.012 -0.18
C -0.416 0.025 -5.562 0.017 -0.140 0.128 -0.21
C -1.178 -1.147 -5.595 0.099 0.082 0.139 -0.24
C -1.163 -2.026 -4.507 0.213 0.099 0.133 -0.17
C -0.375 -1.741 -3.390 0.010 0.343 -0.251 -0.20
O 2.102 1.018 -2.229 0.360 -0.369 -0.344 -0.97
O 2.077 -1.438 -1.677 0.234 -0.068 0.259 -0.97
C 2.558 0.344 0.807 0.255 0.030 0.403 -0.19
C 3.939 0.298 0.984 0.254 -0.867 0.482 -0.32
H 7.636 -0.982 0.760 -0.027 0.240 -0.149 0.19
H 6.376 -0.459 -0.416 -0.015 0.019 0.357 0.19
H 6.758 0.569 1.020 0.030 -0.278 -0.139 0.17
H 4.093 -2.645 2.705 -0.044 0.033 -0.012 0.21
H 1.589 -2.474 2.395 0.207 -0.097 -0.342 0.21
H 0.187 -1.878 0.146 0.048 -0.014 0.702 0.18
H -1.679 1.419 1.983 0.125 0.338 -0.143 0.23
H -1.606 3.351 3.524 0.057 0.104 -0.281 0.21
H -1.004 5.617 2.654 0.009 -0.183 -0.155 0.20
H -0.481 5.909 0.220 -0.081 -0.175 0.171 0.21
H -0.557 3.947 -1.301 0.058 -0.081 0.183 0.25
H 0.951 1.234 -4.386 -0.149 -0.190 0.039 0.24
H -0.416 0.724 -6.398 -0.108 -0.235 0.116 0.20
H -1.788 -1.375 -6.468 0.107 0.043 0.179 0.20
H -1.753 -2.943 -4.516 0.098 0.239 -0.096 0.20
H -0.332 -2.410 -2.531 -0.040 0.116 -0.234 0.22
H 2.071 1.260 0.466 0.291 -0.517 -0.390 0.25
H 4.561 1.095 0.587 -0.064 -0.126 0.174 0.22
```
Forces are in eV/Å.

Computed properties:
**Charge**: -1
**SMILES string**: COc1ccc([C@@H](Oc2ccc([N+](=O)[O-])cc2)C(S(=O)(=O)c2ccccc2)=[S@@](=O)([O-])c2ccccc2)cc1
**LUMO**: 0.061 Eh
**HOMO energy**: -4.5 eV



In the order shown, the computed calculated total energy values come out to -5834.19771, -1896.12830, -2495.01540 Ha.